Molecular formula: C6H7NO
Method: DFT, ωB97M-V with the def2-TZVPD basis set

The geometry in XYZ format:
```
15
Properties=species:S:1:pos:R:3
C 0.92 1.52 0.02
C -1.20 0.57 -0.53
C -1.47 -0.70 0.11
C -0.02 -0.49 0.92
C 0.87 -1.45 0.34
C 1.35 -2.45 -0.36
H 1.90 1.16 0.51
H 0.71 2.73 0.20
H 1.27 1.42 -1.06
H -1.39 0.62 -1.77
H -2.38 1.00 -0.09
H -0.09 -0.20 2.05
H 2.29 -3.04 -0.83
N -0.24 0.73 0.33
O -2.50 -1.41 0.16
```

Computed properties:
**2S+1**: 1
**LUMO energy**: 0.425 eV
**HOMO**: -0.3284 Eh
**Frontier orbital gap**: 9.4 eV
**Charge**: 0

How is the electron density shared among the atoms? According to Mulliken, the charges in e are: -0.91, -0.18, 0.15, -0.08, -0.27, -0.28, 0.30, 0.27, 0.31, 0.29, 0.18, 0.29, 0.30, 0.21, -0.58



Molecular formula: C6H17NO
Method: DFT, ωB97M-V with the def2-TZVPD basis set

The geometry in XYZ format:
```
25
Properties=species:S:1:pos:R:3
C 1.68 0.62 -1.54
C 1.52 -0.01 -0.15
C 0.17 0.35 0.48
N -0.30 -0.69 1.41
C -0.69 -1.98 0.83
C -1.33 -2.88 1.91
C -1.60 -1.84 -0.40
H 1.05 0.10 -2.24
H 1.32 1.65 -1.58
H 2.70 0.57 -1.90
H 1.53 -1.09 -0.31
H 2.36 0.24 0.48
H -0.54 0.57 -0.33
H 0.30 1.21 1.13
H -1.08 -0.30 1.91
H 0.25 -2.46 0.55
H -2.28 -3.28 1.59
H -0.68 -3.74 2.08
H -1.45 -2.35 2.85
H -2.28 -2.69 -0.47
H -2.19 -0.94 -0.31
H -1.12 -1.76 -1.38
O 0.75 7.22 -1.33
H 0.91 6.30 -1.02
H 1.01 7.18 -2.26
```

Computed properties:
**2S+1**: 1
**LUMO energy**: 0.657 eV
**HOMO**: -0.3222 Eh
**Structure (SMILES)**: CCCNC(C)C.O
**Frontier orbital gap**: 9.4 eV
**Charge**: 0

How is the electron density shared among the atoms? According to Mulliken, the charges in e are: -1.31, -0.14, -0.66, -0.46, 0.58, -1.23, -1.33, 0.31, 0.31, 0.38, 0.13, 0.36, 0.29, 0.38, 0.27, 0.17, 0.32, 0.26, 0.35, 0.42, 0.31, 0.25, -0.64, 0.32, 0.32



Molecular formula: C19H24N2O2S
Method: DFT, ωB97M-V with the def2-TZVPD basis set

The geometry in XYZ format:
```
48
Properties=species:S:1:pos:R:3
C -4.46 0.90 -2.48
C -2.95 0.70 -2.26
C -2.07 0.99 -3.30
C -0.72 0.71 -3.12
C 0.25 0.93 -4.12
C 1.61 0.71 -3.87
C 2.07 0.28 -2.62
C 1.09 -0.06 -1.68
C -0.29 0.14 -1.88
N -1.15 -0.15 -0.88
C -2.47 0.16 -1.05
S -3.62 -0.13 0.29
C -2.52 0.09 1.79
C -1.96 -1.29 2.27
N -0.79 -0.98 3.09
C -0.66 -1.65 4.40
C 0.37 -0.93 5.32
C 1.71 -0.65 4.60
C 1.38 0.16 3.31
C 0.44 -0.60 2.40
O 3.43 0.14 -2.31
C 4.27 0.83 -3.24
C 3.81 0.58 -4.69
O 2.46 0.95 -4.90
H -4.69 1.33 -3.47
H -4.95 -0.07 -2.43
H -4.91 1.50 -1.67
H -2.39 1.46 -4.22
H -0.04 1.27 -5.10
H 1.39 -0.47 -0.75
H -1.69 0.78 1.56
H -3.10 0.56 2.57
H -2.71 -1.80 2.87
H -1.72 -1.97 1.44
H -1.61 -1.69 4.94
H -0.31 -2.66 4.19
H -0.03 0.04 5.67
H 0.55 -1.51 6.22
H 2.20 -1.62 4.34
H 2.39 -0.08 5.22
H 2.31 0.38 2.81
H 0.95 1.13 3.59
H 0.97 -1.49 2.04
H 0.23 0.04 1.55
H 5.30 0.47 -3.11
H 4.28 1.91 -3.02
H 3.88 -0.48 -4.95
H 4.50 1.11 -5.36
```

Computed properties:
**2S+1**: 1
**LUMO energy**: 0.232 eV
**HOMO**: -0.2849 Eh
**Structure (SMILES)**: Cc1cc2cc3c(cc2nc1SCCN1CCCCC1)OCCO3
**Frontier orbital gap**: 8.0 eV
**Charge**: 0

How is the electron density shared among the atoms? According to Mulliken, the charges in e are: -1.64, 0.77, -0.73, 1.12, -1.16, 0.56, 0.37, -0.58, -0.60, -0.42, 0.38, -0.19, -0.74, -0.78, 0.38, -0.74, -0.72, -0.71, -0.96, -0.04, -0.45, -0.45, -0.47, -0.46, 0.34, 0.36, 0.36, 0.38, 0.43, 0.66, 0.29, 0.52, 0.44, 0.29, 0.39, 0.38, 0.29, 0.37, 0.30, 0.35, 0.36, 0.36, 0.24, -0.11, 0.34, 0.28, 0.30, 0.33



Molecular formula: CH2O5
Method: DFT, ωB97M-V with the def2-TZVPD basis set

The geometry in XYZ format:
```
8
Properties=species:S:1:pos:R:3
C 0.21 0.37 0.42
O -0.33 1.02 1.23
O 2.41 0.54 0.07
O -2.32 -0.70 -0.42
O 1.12 -0.02 -0.33
O -1.00 -0.94 -0.68
H 2.64 1.18 -0.53
H -2.72 -1.45 0.23
```

Computed properties:
**2S+1**: 1
**LUMO energy (alpha / beta)**: -0.840 / -0.751 eV
**HOMO (alpha / beta)**: -0.3161 / -0.3336 Eh
**Frontier orbital gap (alpha / beta)**: 7.8 / 8.3 eV
**Charge**: 0

How is the electron density shared among the atoms? According to Mulliken, the charges in e are: 0.74, -0.30, -0.32, -0.32, -0.07, -0.37, 0.32, 0.33



Molecular formula: C12H16CrN2S6
Method: DFT, ωB97M-V with the def2-TZVPD basis set

The geometry in XYZ format:
```
37
Properties=species:S:1:pos:R:3
Cr 1.02 -0.13 0.92
C 0.62 0.26 -2.86
C -0.50 1.28 -2.70
S -1.32 1.23 -1.08
C -2.31 -0.28 -1.23
C -2.51 -0.90 0.15
S -1.04 -1.62 0.92
C -0.61 -2.95 -0.24
C 0.73 -3.55 0.18
S 2.11 -2.36 0.18
C 2.42 -2.20 -1.60
C 3.01 -0.83 -1.92
S 1.90 0.57 -1.61
H 1.06 0.35 -3.85
H 0.23 -0.75 -2.75
H -1.24 1.15 -3.49
H -0.11 2.29 -2.78
H -1.82 -0.97 -1.91
H -3.29 -0.04 -1.65
H -3.27 -1.68 0.11
H -2.84 -0.15 0.87
H -0.56 -2.56 -1.25
H -1.38 -3.72 -0.20
H 0.99 -4.38 -0.46
H 0.68 -3.92 1.21
H 1.48 -2.35 -2.14
H 3.11 -2.98 -1.90
H 3.33 -0.81 -2.96
H 3.89 -0.63 -1.30
S -0.04 1.54 2.19
C 1.29 2.06 3.20
C 0.94 2.98 4.25
N 0.65 3.70 5.09
C 2.57 1.68 3.02
S 3.10 0.56 1.79
C 3.61 2.19 3.87
N 4.45 2.57 4.55
```

Computed properties:
**2S+1**: 5
**⟨S²⟩**: 6.041
**LUMO energy (alpha / beta)**: -0.433 / -0.452 eV
**HOMO (alpha / beta)**: -0.2520 / -0.2658 Eh
**Frontier orbital gap (alpha / beta)**: 6.4 / 6.8 eV
**Charge**: 0

How is the electron density shared among the atoms? According to Mulliken, the charges in e are: 0.75, -0.45, -1.01, 0.05, -0.68, -0.79, 0.03, -0.50, -0.94, -0.04, -0.68, -0.80, 0.02, 0.42, 0.16, 0.46, 0.42, 0.30, 0.45, 0.49, 0.44, 0.15, 0.45, 0.46, 0.43, 0.30, 0.48, 0.48, 0.42, -0.55, 0.57, -0.18, -0.46, 0.55, -0.50, -0.20, -0.46



Molecular formula: C9H19InNO2
Method: DFT, ωB97M-V with the def2-TZVPD basis set

The geometry in XYZ format:
```
32
Properties=species:S:1:pos:R:3
In -1.95 0.79 -1.03
C -1.35 -0.72 0.61
C 0.03 -0.47 1.45
C 0.65 -1.46 2.63
C -0.37 -2.76 2.90
C -1.71 -2.80 1.99
N -2.20 -1.90 0.91
H -1.84 2.50 -0.45
H -0.69 0.57 -2.34
H -3.61 0.41 -1.70
H 0.65 0.50 1.17
H 1.64 -1.27 3.22
H -0.13 -3.57 3.73
H -2.44 -3.72 2.24
C 1.06 3.72 3.48
C 2.13 2.68 3.74
O 2.88 2.45 2.56
H 0.39 3.39 2.67
H 0.46 3.90 4.38
H 1.50 4.66 3.15
H 1.68 1.73 4.05
H 2.81 3.01 4.53
H 3.29 3.30 2.30
C -1.21 -1.72 -5.28
C 0.29 -1.60 -5.45
O 0.88 -1.15 -4.24
H -1.64 -0.75 -5.00
H -1.68 -2.06 -6.21
H -1.45 -2.42 -4.48
H 0.53 -0.88 -6.24
H 0.73 -2.56 -5.72
H 0.67 -1.80 -3.55
```

Computed properties:
**2S+1**: 1
**LUMO energy**: 2.886 eV
**HOMO**: -0.1734 Eh
**Frontier orbital gap**: 7.6 eV
**Charge**: -1

How is the electron density shared among the atoms? According to Mulliken, the charges in e are: 0.40, -0.04, -0.17, -0.33, -0.33, -0.20, -0.39, -0.31, -0.30, -0.32, 0.23, 0.30, 0.24, 0.23, -0.95, -0.23, -0.50, 0.25, 0.30, 0.32, 0.23, 0.29, 0.29, -0.90, -0.26, -0.48, 0.22, 0.32, 0.31, 0.26, 0.23, 0.29



Molecular formula: C13H7FN2O2
Method: DFT, ωB97M-V with the def2-TZVPD basis set

The geometry in XYZ format:
```
25
Properties=species:S:1:pos:R:3
O -4.49 -0.47 3.46
C -3.14 -0.42 3.34
N -2.05 -0.63 4.38
C -0.62 -0.62 3.80
O 0.43 -0.89 4.58
C -0.70 -0.32 2.19
C 0.45 -0.18 1.03
C -0.07 0.15 -0.53
C 1.11 0.23 -1.68
C 2.49 -0.62 -1.48
C 3.46 -0.40 -2.77
C 3.00 0.56 -3.97
N 1.78 1.39 -4.17
C 0.92 1.15 -2.98
C -1.68 0.31 -0.80
F -2.22 0.58 -2.16
C -2.79 0.16 0.41
C -2.32 -0.17 1.95
H -2.02 0.10 5.14
H 1.57 -0.35 1.32
H 2.68 -1.27 -0.53
H 4.51 -0.94 -2.81
H 3.76 0.63 -4.89
H -0.11 1.76 -3.00
H -3.93 0.26 0.15
```

Computed properties:
**2S+1**: 1
**LUMO energy**: -2.000 eV
**HOMO**: -0.3316 Eh
**Structure (SMILES)**: O=C1NC(=O)c2cc(-c3cccnc3)c(F)cc21
**Frontier orbital gap**: 7.0 eV
**Charge**: 0

How is the electron density shared among the atoms? According to Mulliken, the charges in e are: -0.51, 0.33, -0.24, 0.32, -0.53, -0.07, -0.38, 0.37, 0.31, -0.28, -0.38, -0.11, -0.42, -0.16, 0.36, -0.28, -0.51, 0.22, 0.30, 0.29, 0.26, 0.28, 0.27, 0.23, 0.33